A structure of composition C20H24I2IrN6OS2Se at a distorted geometry, computed with the ωB97M-V functional and the def2-TZVPD basis.

Calculated values
Relative energy (zero: lowest compared OMol25 entry of this formula, charge and spin) in eV: 1.899
HOMO (spin up / spin down) in eV: -10.17 / -10.17
Net charge: +1

Structure (XYZ):
```
57
C20H24I2IrN6OS2Se the ωB97M-V functional and the def2-TZVPD basis
Ir 0.325 -0.349 -0.418
I 2.052 -1.673 1.623
C 3.676 -0.518 0.833
I 3.037 0.945 -0.624
H 4.364 -1.201 0.345
H 4.154 0.010 1.654
S -0.358 1.315 1.294
C 0.006 2.728 0.367
C 0.438 3.865 1.054
C 0.850 4.994 0.370
C 1.372 6.108 1.068
N 1.813 6.991 1.647
C 0.784 5.019 -1.044
C 0.302 3.917 -1.730
C -0.068 2.758 -1.049
S -0.603 1.400 -1.969
C 1.249 6.144 -1.764
N 1.637 7.037 -2.366
H 0.484 3.834 2.133
H 0.250 3.926 -2.808
C -1.291 -3.171 2.697
N -2.477 -2.667 2.045
C -3.733 -3.005 2.686
C -4.758 -1.914 2.425
C -4.860 -1.720 0.920
N -3.543 -1.477 0.358
C -3.489 -0.720 -0.870
C -2.403 -1.955 0.903
O -1.297 -1.819 0.327
H -1.166 -2.692 3.670
H -0.416 -2.961 2.085
H -1.379 -4.249 2.843
H -3.545 -3.123 3.755
H -4.088 -3.970 2.302
H -4.433 -0.989 2.901
H -5.726 -2.192 2.838
H -5.503 -0.870 0.681
H -5.291 -2.619 0.458
H -4.029 0.221 -0.756
H -3.930 -1.288 -1.694
H -2.447 -0.496 -1.102
C -1.346 -4.532 -1.222
N -1.656 -3.628 -2.295
C -2.817 -3.638 -3.014
C -2.725 -2.662 -3.951
N -1.511 -2.058 -3.795
C -1.016 -0.971 -4.591
C -0.866 -2.644 -2.769
Se 0.850 -2.238 -2.185
H -1.887 -5.465 -1.374
H -1.631 -4.094 -0.264
H -0.272 -4.727 -1.203
H -3.603 -4.341 -2.819
H -3.414 -2.371 -4.717
H -1.449 -1.029 -5.588
H 0.069 -1.036 -4.663
H -1.280 -0.016 -4.134
```

---

A structure of composition C20H24IN4OYb at a distorted geometry, computed with the ωB97M-V functional and the def2-TZVPD basis.

Calculated values
2S+1: 2
Relative energy (zero: lowest compared OMol25 entry of this formula, charge and spin) in eV: 0.202
HOMO (spin up / spin down) in eV: 2.19 / 0.88
Net charge: -2

Structure (XYZ):
```
51
C20H24IN4OYb the ωB97M-V functional and the def2-TZVPD basis
C -1.467 -0.243 -1.594
I 0.057 1.852 -2.349
H -2.136 -0.589 -2.376
H -0.526 -0.785 -1.749
H -1.473 0.886 -1.723
C 0.745 4.557 1.502
C -0.518 4.601 0.985
N -1.033 3.326 1.058
C -0.105 2.494 1.601
N 0.998 3.251 1.861
H 1.451 5.358 1.641
H -1.093 5.418 0.596
C 2.108 -3.812 -1.035
C 0.261 -2.512 -0.697
N 1.642 -2.538 -0.703
H 0.927 -5.630 -1.466
N -0.093 -3.776 -0.977
H 3.156 -4.010 -1.140
Yb 0.440 -0.674 0.621
C -2.066 -0.634 -0.215
O -3.174 -0.919 0.091
C 1.015 -4.592 -1.196
C -1.480 -4.200 -1.050
H -1.522 -5.295 -1.126
H -1.979 -3.756 -1.926
H -2.039 -3.877 -0.158
C 2.509 -1.374 -0.500
H 3.529 -1.649 -0.793
H 2.614 -1.099 0.587
H 2.193 -0.496 -1.111
C 2.164 2.745 2.548
H 2.965 3.495 2.507
H 2.522 1.815 2.080
H 1.942 2.520 3.601
C -2.364 2.928 0.665
H -2.392 2.657 -0.402
H -3.044 3.772 0.838
H -2.698 2.072 1.262
C -0.368 1.236 2.181
C -0.308 0.216 2.925
C -0.289 -0.194 4.303
C -1.308 0.308 5.133
C -1.130 0.323 6.515
C 0.032 -0.221 7.083
C 0.987 -0.834 6.257
C 0.820 -0.855 4.870
H -2.193 0.744 4.660
H -1.895 0.775 7.145
H 0.184 -0.176 8.165
H 1.872 -1.292 6.698
H 1.562 -1.317 4.206
```

---

An isolated molecule of C20H24N2O2 at a distorted geometry, computed with the ωB97M-V functional and the def2-TZVPD basis.

Calculated values
SMILES: CC(C)(C)NC[C@@H](O)CON=C1c2ccccc2-c2ccccc21
Relative energy (zero: lowest compared OMol25 entry of this formula, charge and spin) in eV: 2.970
HOMO in eV: -8.50
Net charge: 0

Structure (XYZ):
```
48
C20H24N2O2 the ωB97M-V functional and the def2-TZVPD basis
C 0.907 2.441 4.640
C 0.677 2.932 3.207
C -0.810 2.780 2.849
C 1.092 4.404 3.114
N 1.553 2.129 2.352
C 1.413 2.267 0.913
C 2.682 1.706 0.252
O 3.812 2.389 0.725
C 2.838 0.189 0.521
O 1.614 -0.507 0.424
N 1.258 -0.707 -0.895
C 0.088 -1.162 -1.121
C -0.381 -1.431 -2.482
C 0.268 -1.290 -3.692
C -0.420 -1.624 -4.851
C -1.726 -2.087 -4.795
C -2.384 -2.229 -3.580
C -1.707 -1.899 -2.421
C -2.114 -1.938 -1.021
C -3.306 -2.307 -0.430
C -3.413 -2.236 0.953
C -2.349 -1.805 1.729
C -1.144 -1.434 1.145
C -1.030 -1.501 -0.231
H 1.964 2.497 4.888
H 0.580 1.408 4.749
H 0.350 3.051 5.346
H -1.016 3.189 1.863
H -1.426 3.307 3.574
H -1.097 1.729 2.852
H 0.565 4.986 3.865
H 2.162 4.498 3.284
H 0.858 4.822 2.139
H 1.430 1.150 2.593
H 1.351 3.327 0.661
H 0.529 1.760 0.500
H 2.633 1.871 -0.830
H 3.656 2.535 1.670
H 3.179 0.031 1.546
H 3.574 -0.230 -0.172
H 1.284 -0.929 -3.726
H 0.067 -1.522 -5.810
H -2.241 -2.341 -5.710
H -3.401 -2.590 -3.546
H -4.141 -2.644 -1.027
H -4.339 -2.521 1.432
H -2.456 -1.760 2.803
H -0.313 -1.108 1.750
```

---

An isolated molecule of C20H24N2O2, computed with the ωB97M-V functional and the def2-TZVPD basis.

Calculated values
SMILES: Cc1ccccc1C(=O)c1cccn1CC(=O)N1CCCCCC1
Relative energy (zero: lowest compared OMol25 entry of this formula, charge and spin) in eV: 1.417
HOMO in eV: -8.37
Net charge: 0

Structure (XYZ):
```
48
C20H24N2O2 the ωB97M-V functional and the def2-TZVPD basis
C -0.013 -2.066 1.906
C 1.026 -1.187 1.283
C 1.556 -0.115 1.991
C 2.523 0.706 1.438
C 2.996 0.455 0.161
C 2.496 -0.620 -0.551
C 1.501 -1.426 -0.008
C 1.014 -2.613 -0.787
O 1.759 -3.551 -1.008
C -0.379 -2.628 -1.206
C -1.134 -3.776 -1.409
C -2.436 -3.378 -1.715
C -2.440 -2.003 -1.720
N -1.206 -1.549 -1.412
C -0.856 -0.158 -1.431
C -1.408 0.566 -0.193
O -2.120 -0.019 0.600
N -1.091 1.873 -0.078
C -0.234 2.542 -1.041
C 0.145 3.980 -0.698
C 0.991 4.115 0.568
C 0.161 4.196 1.845
C -0.638 2.929 2.127
C -1.662 2.601 1.040
H 0.103 -3.099 1.587
H 0.051 -2.020 2.991
H -1.007 -1.726 1.612
H 1.213 0.064 3.000
H 2.923 1.529 2.013
H 3.763 1.082 -0.271
H 2.874 -0.845 -1.539
H -0.761 -4.776 -1.313
H -3.274 -4.016 -1.913
H -3.241 -1.321 -1.927
H -1.292 0.308 -2.323
H 0.228 -0.056 -1.481
H -0.731 2.545 -2.021
H 0.698 1.973 -1.139
H -0.743 4.608 -0.623
H 0.724 4.346 -1.550
H 1.591 5.025 0.492
H 1.678 3.269 0.631
H -0.523 5.046 1.774
H 0.830 4.384 2.687
H -1.168 3.053 3.072
H 0.037 2.078 2.230
H -2.428 1.943 1.456
H -2.147 3.511 0.678
```

---

An isolated molecule of C20H24N2O2 at a distorted geometry, computed with the ωB97M-V functional and the def2-TZVPD basis.

Calculated values
SMILES: Cc1ccc2nc3c(c(C(=O)N4CCOCC4)c2c1)CCCCC3
Relative energy (zero: lowest compared OMol25 entry of this formula, charge and spin) in eV: 1.666
HOMO in eV: -8.35
Net charge: 0

Structure (XYZ):
```
48
C20H24N2O2 the ωB97M-V functional and the def2-TZVPD basis
C -3.801 -2.052 -2.647
C -2.405 -1.539 -2.562
C -1.660 -1.363 -3.756
C -0.324 -0.953 -3.669
C 0.264 -0.621 -2.452
N 1.543 -0.190 -2.506
C 2.136 0.164 -1.366
C 1.467 0.129 -0.129
C 0.115 -0.339 -0.072
C -0.618 -0.499 1.226
O -0.358 -1.469 1.926
N -1.656 0.355 1.589
C -2.109 1.495 0.814
C -2.111 2.764 1.677
O -2.891 2.571 2.908
C -2.458 1.435 3.670
C -2.444 0.134 2.831
C -0.480 -0.746 -1.276
C -1.802 -1.239 -1.320
C 2.191 0.631 1.118
C 3.200 -0.355 1.641
C 4.039 -0.999 0.515
C 4.614 -0.052 -0.575
C 3.558 0.690 -1.433
H -3.836 -2.791 -3.421
H -4.501 -1.258 -2.870
H -4.163 -2.518 -1.730
H -2.120 -1.599 -4.722
H 0.272 -0.843 -4.565
H -3.144 1.372 0.464
H -1.462 1.647 -0.016
H -2.584 3.599 1.111
H -1.099 3.050 1.957
H -3.057 1.308 4.535
H -1.432 1.594 4.054
H -3.456 -0.070 2.533
H -2.086 -0.684 3.463
H -2.380 -1.354 -0.383
H 1.517 0.856 1.923
H 2.722 1.569 0.860
H 3.845 0.172 2.340
H 2.705 -1.168 2.210
H 4.875 -1.475 1.023
H 3.458 -1.805 0.081
H 5.295 0.696 -0.139
H 5.222 -0.700 -1.211
H 3.492 1.719 -1.157
H 3.906 0.730 -2.486
```